C53H56ClIrN6OPS2 | wB97M-V/def2-TZVPD

Cartesian coordinates (Å):
Ir (1.1167, -0.1677, -0.6077)
S (-1.2913, 0.3816, -0.8448)
C (-1.7719, -1.2512, -1.3563)
N (-3.0101, -1.6842, -1.3274)
N (-3.9901, -0.8944, -0.9485)
C (-5.2728, -1.3536, -0.8329)
C (-6.2625, -0.5212, -0.2896)
C (-7.5504, -0.9922, -0.1488)
C (-7.8716, -2.2854, -0.5505)
C (-6.8951, -3.1135, -1.0965)
C (-5.6020, -2.6571, -1.2427)
N (-0.8242, -2.0942, -1.7080)
N (0.4274, -1.7400, -1.7717)
C (1.2383, -2.6604, -2.4772)
C (1.3223, -2.5612, -3.8679)
C (2.0538, -3.4966, -4.5773)
C (2.7113, -4.5236, -3.9169)
C (2.6082, -4.6313, -2.5387)
C (1.8742, -3.7095, -1.8179)
H (-3.7867, 0.0799, -0.6974)
H (-6.0090, 0.4844, 0.0096)
H (-8.3165, -0.3568, 0.2710)
H (-8.8870, -2.6382, -0.4555)
H (-7.1497, -4.1142, -1.4165)
H (-4.8372, -3.2652, -1.7006)
H (0.8039, -1.7651, -4.3812)
H (2.1022, -3.4310, -5.6536)
H (3.2929, -5.2401, -4.4767)
H (3.0889, -5.4455, -2.0206)
H (1.7640, -3.8136, -0.7501)
Cl (5.1737, 0.0120, -1.1681)
C (4.7645, 0.1891, 0.4929)
C (5.6130, 0.9157, 1.3081)
C (5.3151, 1.0711, 2.6508)
C (4.1746, 0.4813, 3.1863)
C (3.3516, -0.2717, 2.3846)
C (3.6105, -0.4468, 1.0082)
C (2.7848, -1.3284, 0.2221)
H (6.5042, 1.3566, 0.8905)
H (5.9865, 1.6244, 3.2850)
H (3.9589, 0.5951, 4.2370)
H (2.4932, -0.7806, 2.7950)
H (2.3142, -2.0970, 0.8265)
H (3.2898, -1.7361, -0.6508)
C (-4.8855, 3.1174, 3.4974)
C (-3.4860, 2.7275, 3.1658)
C (-2.7240, 1.9406, 4.0274)
C (-1.4214, 1.5787, 3.7353)
C (-0.6586, 0.7750, 4.7471)
C (-0.8580, 1.9561, 2.4843)
C (0.4349, 1.4225, 2.1406)
O (0.9592, 1.3526, 1.0197)
C (-1.6032, 2.8109, 1.6311)
C (-1.0232, 3.4486, 0.4087)
C (-2.8867, 3.1770, 1.9934)
H (-5.2271, 2.6267, 4.4036)
H (-5.5529, 2.8686, 2.6743)
H (-4.9471, 4.1953, 3.6407)
H (-3.1661, 1.6151, 4.9590)
H (-1.2952, 0.5550, 5.6001)
H (0.2070, 1.3290, 5.1107)
H (-0.2965, -0.1618, 4.3259)
H (1.0177, 1.0243, 2.9786)
H (-0.1903, 2.8882, 0.0075)
H (-0.6697, 4.4482, 0.6625)
H (-1.7711, 3.5563, -0.3718)
H (-3.4375, 3.8510, 1.3530)
C (-3.1168, -5.5293, 0.9952)
C (-3.2036, -4.0224, 1.1954)
N (-1.8982, -3.3821, 1.2430)
C (-1.3711, -2.6460, 2.2157)
S (-0.2238, -1.4423, 1.8195)
N (-1.7090, -2.7252, 3.5042)
C (-2.1736, -3.8556, 4.2978)
C (-1.0527, -4.3959, 5.1839)
H (-4.1047, -5.9152, 0.7639)
H (-2.7506, -6.0445, 1.8784)
H (-2.4552, -5.7616, 0.1668)
H (-3.7611, -3.7718, 2.0973)
H (-3.7316, -3.5875, 0.3423)
H (-1.4871, -3.2505, 0.3264)
H (-1.2635, -2.0177, 4.0779)
H (-2.5336, -4.6499, 3.6493)
H (-2.9975, -3.5060, 4.9258)
H (-0.2472, -4.8071, 4.5796)
H (-1.4488, -5.1880, 5.8153)
H (-0.6435, -3.6213, 5.8290)
C (-0.9646, 4.5184, -3.6346)
C (-1.0184, 3.1410, -3.7928)
C (-0.0563, 2.3432, -3.2059)
C (0.9631, 2.9173, -2.4452)
C (1.0125, 4.2989, -2.2823)
C (0.0493, 5.0915, -2.8828)
P (2.2434, 1.7959, -1.7959)
C (3.3772, 2.8750, -0.8635)
C (2.9113, 3.4463, 0.3204)
C (3.7534, 4.1932, 1.1207)
C (5.0732, 4.3871, 0.7457)
C (5.5284, 3.8695, -0.4570)
C (4.6915, 3.1110, -1.2581)
C (3.0923, 1.3738, -3.3531)
C (3.4985, 2.3987, -4.2053)
C (4.2006, 2.0900, -5.3567)
C (4.4761, 0.7680, -5.6730)
C (4.0436, -0.2526, -4.8426)
C (3.3537, 0.0508, -3.6826)
H (-1.7130, 5.1389, -4.1028)
H (-1.8077, 2.6940, -4.3780)
H (-0.0836, 1.2658, -3.3275)
H (1.7989, 4.7511, -1.6927)
H (0.0957, 6.1635, -2.7686)
H (1.8857, 3.2998, 0.6115)
H (3.3752, 4.6230, 2.0357)
H (5.7394, 4.9385, 1.3919)
H (6.5444, 4.0537, -0.7738)
H (5.0598, 2.7150, -2.1926)
H (3.2802, 3.4282, -3.9565)
H (4.5401, 2.8846, -6.0044)
H (5.0242, 0.5374, -6.5724)
H (4.2521, -1.2831, -5.0860)
H (3.0233, -0.7346, -3.0161)

Calculated total energy ... -113164.2794 eV
⟨S²⟩ ... 0.857
Kohn-Sham gap (alpha / beta) ... 5.65 / 4.60 eV
2S+1 ... 2
Net charge ... +2
Energy relative to the best compared isomer or geometry (same formula, charge and spin) ... 2.2 kcal/mol

---

C53H57BF3IKN8O2P | wB97M-V/def2-TZVPD

Cartesian coordinates (Å):
K (-1.7056, 0.1088, -0.6936)
C (2.8231, 3.2226, -2.5529)
C (2.4122, 3.4317, -1.2193)
N (1.0959, 3.5478, -1.1223)
N (0.6285, 3.4123, -2.3867)
C (1.6433, 3.2221, -3.2589)
B (-0.8695, 3.5517, -2.7242)
N (-1.3425, 2.3370, -3.5884)
C (-1.4413, 2.3034, -4.9387)
C (-1.8028, 1.0285, -5.3136)
C (-1.9171, 0.3360, -4.0965)
N (-1.6245, 1.1207, -3.0679)
N (-1.6988, 3.7588, -1.4361)
C (-2.0697, 4.9605, -0.9347)
C (-2.6344, 4.7590, 0.3021)
C (-2.5498, 3.3677, 0.4859)
N (-1.9781, 2.7726, -0.5498)
N (-1.1070, 4.8024, -3.6157)
C (-2.3096, 5.2248, -4.0717)
C (-2.1027, 6.3461, -4.8388)
C (-0.7048, 6.5288, -4.7959)
N (-0.1107, 5.6018, -4.0598)
H (3.8230, 3.1023, -2.9435)
H (3.0171, 3.5097, -0.3248)
H (1.4548, 3.1319, -4.3184)
H (-1.2566, 3.1881, -5.5277)
H (-1.9814, 0.6620, -6.3113)
H (-2.2064, -0.6933, -3.9204)
H (-1.8989, 5.8686, -1.4896)
H (-3.0436, 5.5018, 0.9676)
H (-2.8753, 2.7739, 1.3313)
H (-3.2148, 4.6946, -3.8109)
H (-2.8451, 6.9402, -5.3481)
H (-0.1062, 7.2967, -5.2661)
C (-1.7860, -1.0333, 3.8001)
C (-0.4760, -0.6591, 3.8875)
C (-0.4478, 0.8487, 3.6647)
C (-1.7659, 1.2443, 3.5325)
C (-2.6172, 0.1137, 3.5966)
C (-4.1074, 0.0652, 3.3830)
C (-4.3583, -0.0771, 1.8702)
C (-4.6978, -1.1483, 4.1068)
C (-4.7941, 1.3376, 3.8837)
C (0.7031, 1.8357, 3.4644)
C (1.3617, 1.5909, 2.0907)
C (1.7546, 1.8053, 4.5807)
C (0.1585, 3.2709, 3.4289)
C (0.5927, -1.6753, 4.2791)
C (1.7994, -1.7337, 3.3386)
C (-0.0244, -3.0777, 4.2610)
C (1.0497, -1.4241, 5.7280)
H (-2.1602, -2.0413, 3.9053)
H (-2.0969, 2.2574, 3.3692)
H (-3.7899, -0.9023, 1.4410)
H (-4.0569, 0.8264, 1.3333)
H (-5.4229, -0.2361, 1.6684)
H (-4.3117, -2.0848, 3.6978)
H (-5.7842, -1.1582, 3.9826)
H (-4.4746, -1.1238, 5.1770)
H (-4.4363, 2.2213, 3.3510)
H (-4.6207, 1.4911, 4.9526)
H (-5.8727, 1.2672, 3.7160)
H (1.7624, 0.5853, 1.9755)
H (2.1877, 2.2983, 1.9475)
H (0.6554, 1.7670, 1.2790)
H (2.3159, 0.8765, 4.6192)
H (1.2948, 1.9695, 5.5602)
H (2.4742, 2.6107, 4.4081)
H (-0.4972, 3.4323, 2.5711)
H (0.9963, 3.9649, 3.3262)
H (-0.3849, 3.5196, 4.3455)
H (1.4906, -1.9092, 2.3023)
H (2.4400, -2.5672, 3.6377)
H (2.4132, -0.8364, 3.3524)
H (-0.4501, -3.3051, 3.2833)
H (-0.8127, -3.1854, 5.0103)
H (0.7517, -3.8160, 4.4807)
H (1.4821, -0.4388, 5.8713)
H (1.8006, -2.1702, 6.0120)
H (0.1984, -1.5163, 6.4085)
I (3.8572, 0.4212, -0.1982)
C (4.6118, -1.3578, 0.6046)
C (5.5047, -1.1766, 1.6262)
C (6.1870, -2.2637, 2.2064)
C (5.9960, -3.5125, 1.7016)
C (5.0760, -3.7367, 0.6474)
C (4.9422, -5.0515, 0.1291)
C (4.0608, -5.3155, -0.8694)
C (3.2126, -4.2850, -1.3310)
C (3.2793, -2.9985, -0.8571)
P (1.9075, -1.8163, -1.2757)
C (2.3711, -1.2307, -2.9499)
C (3.3861, -1.7985, -3.7176)
C (3.6353, -1.3459, -5.0068)
C (2.8564, -0.3329, -5.5525)
C (1.8472, 0.2429, -4.7938)
C (1.6224, -0.1877, -3.4918)
C (0.5632, -2.9917, -1.7130)
C (0.0227, -3.1243, -2.9891)
C (-1.0332, -4.0026, -3.2192)
C (-1.5459, -4.7687, -2.1861)
C (-1.0094, -4.6461, -0.9104)
C (0.0242, -3.7566, -0.6769)
C (4.2986, -2.6687, 0.1098)
H (5.7039, -0.1744, 1.9822)
H (6.8753, -2.0900, 3.0247)
H (6.5406, -4.3630, 2.0959)
H (5.5664, -5.8333, 0.5486)
H (3.9681, -6.3121, -1.2842)
H (2.4537, -4.5383, -2.0582)
H (3.9873, -2.6008, -3.3075)
H (4.4340, -1.7937, -5.5871)
H (3.0385, 0.0084, -6.5655)
H (1.2238, 1.0282, -5.2041)
H (0.8434, 0.2960, -2.9112)
H (0.4188, -2.5401, -3.8106)
H (-1.4605, -4.0747, -4.2125)
H (-2.3854, -5.4302, -2.3633)
H (-1.4288, -5.2128, -0.0887)
H (0.4283, -3.6575, 0.3248)
F (-4.3660, -3.0631, -2.9148)
C (-4.7879, -2.6769, -1.6826)
F (-6.0536, -2.2516, -1.8159)
F (-4.8186, -3.7864, -0.9142)
C (-3.8274, -1.5862, -1.1147)
O (-4.1810, -0.4078, -1.2768)
O (-2.7828, -2.0372, -0.5928)

Calculated total energy ... -114451.8675 eV
⟨S²⟩ ... 0.767
Kohn-Sham gap (alpha / beta) ... 7.59 / 6.84 eV
2S+1 ... 2
Net charge ... -1
Energy relative to the best compared isomer or geometry (same formula, charge and spin) ... 7.6 kcal/mol